One molecule with the formula C9H18N2O3S at a distorted geometry, computed with ωB97M-V with the def2-TZVPD basis set.

Summary:
spin multiplicity: 1
highest occupied orbital energy: -9.8 eV
LUMO level: 0.15 eV
net charge: 0
HOMO-LUMO gap: 9.95 eV
electronic energy: -1087.07583 a.u.
ΔE to the lowest compared entry with this formula, charge and spin: 317.1 kJ/mol

Structure (XYZ):
```
33
Properties=species:S:1:pos:R:3:mulliken_charge:R:1
C 3.24267 0.66173 -0.25680 0.287
C 1.86442 0.76255 0.34762 0.115
C 4.01993 -0.51648 0.41504 -0.654
C -0.49960 0.12814 0.52869 0.530
C -0.51776 -0.95698 1.51993 0.201
C -1.47735 -0.22297 -0.60864 -1.511
C -2.98537 -0.34453 -0.24597 0.556
C -3.52877 0.74840 0.68882 -1.441
C -3.88522 -0.35030 -1.47622 -1.616
H 3.34426 2.40443 0.94544 0.356
H 3.37888 2.55319 -0.83234 0.307
H 3.37349 0.60510 -1.41900 0.286
H 3.70269 -0.66080 1.58603 0.306
H 5.21264 -0.16139 0.21421 0.307
H 3.84184 -1.90686 -1.72554 0.159
H 0.85305 -0.45907 -1.17074 0.410
H -0.63192 1.02138 1.08324 0.512
H -1.10939 -1.04747 -1.18544 0.558
H -1.28837 0.64954 -1.29631 0.394
H -3.09094 -1.28969 0.17428 0.458
H -4.55688 0.61303 0.91608 0.471
H -3.44044 1.68559 0.08438 0.325
H -3.09420 0.90761 1.75070 0.226
H -3.44084 -1.08323 -2.09889 0.439
H -4.95614 -0.56022 -1.09779 0.347
H -3.88315 0.61432 -1.86603 0.416
H 0.92740 -1.95821 0.52377 0.295
N 3.82892 1.98890 0.04824 -0.825
N 0.76850 0.10527 -0.22833 -0.225
O 1.86009 1.28497 1.45520 -0.667
O -1.46899 -1.07145 2.29049 -0.586
O 0.28989 -2.06658 1.31872 -0.499
S 3.34666 -2.07792 -0.38285 -0.235
```

***

An isolated ion of composition C9H18N3 and charge +1 at a distorted geometry, computed with ωB97M-V with the def2-TZVPD basis set.

Summary:
spin multiplicity: 1
highest occupied orbital energy: -14.5 eV
LUMO level: -2.68 eV
net charge: +1
HOMO-LUMO gap: 11.82 eV
electronic energy: -517.66175 a.u.
ΔE to the lowest compared entry with this formula, charge and spin: 212.5 kJ/mol

Structure (XYZ):
```
30
Properties=species:S:1:pos:R:3:mulliken_charge:R:1
C -2.48088 -1.84552 -1.27288 -0.181
C -0.88483 -0.98343 -0.15798 -0.306
C -1.21301 0.97123 1.60523 -1.254
C 2.07342 0.37963 -0.49983 -1.437
C 1.41622 2.29559 0.96057 -1.897
C 0.22125 1.84910 -1.22842 -1.641
C 0.48501 -3.07061 0.01850 -0.842
C -0.06990 0.30563 0.91385 0.027
C 0.81884 1.19055 -0.00739 1.407
N -1.61386 -2.81269 -1.09377 -0.906
N -2.05935 -0.71180 -0.73496 -0.039
N -0.64186 -2.25769 -0.37194 0.861
H -3.33898 -2.15025 -1.82560 0.482
H -1.40475 2.00426 1.07585 0.316
H -0.84511 1.06945 2.62735 0.329
H -2.15654 0.28832 1.50188 0.293
H 1.84067 -0.27594 -1.38330 0.323
H 2.32366 -0.44690 0.24253 0.234
H 2.82163 1.07869 -0.81094 0.496
H 0.70107 2.95178 1.24653 0.492
H 2.27916 2.62409 0.40352 0.489
H 1.69035 1.79417 1.79008 0.549
H -0.89343 2.09902 -1.07102 0.189
H 0.14913 1.18878 -1.98567 0.524
H 0.84249 2.64137 -1.64268 0.447
H -0.10688 -3.94775 0.41077 0.372
H 1.19249 -3.42293 -0.73370 0.302
H 0.97780 -2.79201 1.02101 0.325
H 0.47892 -0.17343 1.70201 0.749
H -2.60273 0.15929 -0.69958 0.298
```

***

C9H18N4OPd as an isolated structure at a distorted geometry, computed with ωB97M-V with the def2-TZVPD basis set.

Summary:
spin multiplicity: 2
highest occupied orbital energy (alpha / beta): -20.3 / -20.2 eV
LUMO level (alpha / beta): -12.49 / -14.11 eV
expectation value of S²: 1.217
net charge: +3
HOMO-LUMO gap (alpha / beta): 7.77 / 6.12 eV
electronic energy: -774.70643 a.u.
ΔE to the lowest compared entry with this formula, charge and spin: 59.2 kJ/mol

Structure (XYZ):
```
33
Properties=species:S:1:pos:R:3:mulliken_charge:R:1
Pd -0.72814 0.21016 -0.15752 0.726
N -1.57322 -1.82888 -0.33000 -0.492
C -2.65811 -1.87507 0.67914 -0.307
C -3.52374 -0.67023 0.45302 -0.751
N -2.73524 0.60226 0.51999 -0.019
C -2.69785 1.27433 1.85764 -0.717
C -1.50874 0.83657 2.66133 -0.351
N -0.30863 1.09687 1.83388 -0.472
H -1.96543 -1.92222 -1.26606 0.295
H -0.92543 -2.60280 -0.20920 0.271
H -2.21453 -1.88842 1.67167 0.266
H -3.25346 -2.78396 0.58498 0.430
H -4.33038 -0.64633 1.18585 0.320
H -3.97907 -0.72931 -0.53560 0.443
H -3.14826 1.25514 -0.14298 0.330
H -3.61771 1.06177 2.40240 0.319
H -2.65337 2.35102 1.69332 0.436
H -1.54563 -0.21978 2.91481 0.280
H -1.46780 1.38675 3.60188 0.424
H 0.54128 0.79167 2.30068 0.270
H -0.21313 2.09824 1.67171 0.304
O 1.28491 0.47347 -1.10252 -0.337
N 2.50290 0.31865 -1.42268 0.315
C 3.19485 1.44430 -1.82176 0.023
C 4.46861 1.31630 -2.27245 -0.653
C 5.04136 0.03912 -2.39646 0.015
C 4.26330 -1.09903 -2.10264 -0.693
C 2.99704 -0.95041 -1.64242 0.048
H 2.64403 2.37312 -1.76460 0.461
H 5.04576 2.19627 -2.52281 0.447
H 6.08397 -0.06541 -2.67942 0.463
H 4.67836 -2.09121 -2.21753 0.441
H 2.30154 -1.75296 -1.44562 0.463
```

***

A 2-piece molecular cluster, C9H18N5 overall at a distorted geometry, computed with ωB97M-V with the def2-TZVPD basis set.

Summary:
spin multiplicity: 1
highest occupied orbital energy: -12.4 eV
LUMO level: -3.17 eV
net charge: +1
HOMO-LUMO gap: 9.19 eV
electronic energy: -627.16219 a.u.
ΔE to the lowest compared entry with this formula, charge and spin: 264.2 kJ/mol

Structure (XYZ):
```
32
Properties=species:S:1:pos:R:3:mulliken_charge:R:1
C -1.42700 -0.25041 -2.07295 -0.591
C -2.44423 0.27003 0.06278 0.279
C -1.36883 -1.83499 1.38493 -0.355
C -0.28009 -2.45200 0.52177 -0.523
C -0.15556 -1.37072 1.56793 -0.192
C -0.13712 0.70873 -0.37709 0.313
C 2.73379 -0.44260 -0.39776 -1.337
C 3.23871 1.86090 0.34718 -1.562
C 2.30509 0.98965 -0.40778 0.646
N -0.16576 -0.05710 -1.40974 -0.444
N -2.52791 -0.31283 -1.13444 -0.046
N -1.34742 1.00420 0.38560 -0.138
N -3.56365 0.29367 0.82455 -0.408
N 0.95950 1.23217 0.15226 -0.308
H -1.66205 0.66580 -2.73503 0.285
H -1.37480 -1.11973 -2.69478 0.396
H -2.44801 -1.69984 1.58540 0.438
H 0.19715 -3.46287 0.69582 0.259
H -0.26014 -2.22357 -0.49264 0.059
H 0.49600 -0.58438 1.87817 0.508
H 1.92617 -0.99167 -0.95838 0.331
H 3.78198 -0.55228 -0.55583 0.447
H 2.63755 -0.90482 0.59417 0.273
H 2.99905 1.90954 1.43004 0.333
H 3.11366 2.91478 0.06789 0.398
H 4.29832 1.80786 0.30008 0.400
H 2.26942 1.33234 -1.46778 0.171
H -3.37268 -0.84731 -1.27564 0.211
H -1.39216 1.93956 0.92470 0.323
H -4.28899 -0.31413 0.43947 0.203
H -3.70414 0.69987 1.74674 0.241
H 0.96415 1.79217 1.07034 0.389
```

***

A 2-piece molecular cluster, C9H18NP overall at a distorted geometry, computed with ωB97M-V with the def2-TZVPD basis set.

Summary:
spin multiplicity: 1
highest occupied orbital energy: -8.1 eV
LUMO level: 0.57 eV
net charge: 0
HOMO-LUMO gap: 8.70 eV
electronic energy: -749.64661 a.u.
ΔE to the lowest compared entry with this formula, charge and spin: 308.9 kJ/mol

Structure (XYZ):
```
29
Properties=species:S:1:pos:R:3:mulliken_charge:R:1
C -1.66202 -1.00371 2.04966 -1.124
C -2.18798 -0.57836 0.86030 -0.170
C -2.62076 -0.00784 -0.20000 0.819
C -3.00442 -0.77958 -1.46278 -1.121
C 2.47433 0.73013 -0.49766 -2.249
C 1.40308 0.55224 1.79830 -1.935
C 0.92386 -1.03704 0.04740 -1.798
C 0.04169 1.28978 -0.06348 -0.859
C 1.23032 0.41351 0.27175 2.423
N -2.74651 1.37561 -0.31451 -0.439
P -0.52319 1.72044 -1.58732 -0.053
H -0.62893 -1.00023 2.20376 0.247
H -2.30456 -1.46083 2.75073 0.350
H -4.10070 -0.62485 -1.62739 0.419
H -2.21278 -0.40562 -2.17694 0.202
H -2.91746 -1.84320 -1.17696 0.334
H 2.52631 1.71747 -0.81862 0.573
H 3.37996 0.63725 -0.01495 0.475
H 2.58515 0.19947 -1.43580 0.452
H 0.42503 0.39632 2.22062 0.415
H 2.02432 1.44868 2.00474 0.389
H 2.12877 -0.24089 2.08128 0.426
H 0.83973 -1.14359 -1.04661 0.359
H 0.08028 -1.40717 0.46200 0.649
H 1.78487 -1.63978 0.46780 0.350
H -0.66414 1.24493 0.75480 0.406
H -3.56554 1.50744 -0.90810 0.288
H 0.56449 1.09659 -2.27127 -0.045
H -2.76721 1.96754 0.51990 0.217
```

***

A 3-piece molecular cluster, C9H18O9 overall at a distorted geometry, computed with ωB97M-V with the def2-TZVPD basis set.

Summary:
spin multiplicity: 1
highest occupied orbital energy: -10.2 eV
LUMO level: 0.71 eV
net charge: 0
HOMO-LUMO gap: 10.94 eV
electronic energy: -1030.67101 a.u.
ΔE to the lowest compared entry with this formula, charge and spin: 617.6 kJ/mol

Structure (XYZ):
```
36
Properties=species:S:1:pos:R:3:mulliken_charge:R:1
C -0.86586 -3.01450 -3.94518 -0.872
O 0.40958 -2.81454 -3.14994 -0.361
C 0.73274 -1.68557 -2.75852 0.927
O -0.02980 -0.74450 -2.80353 -0.598
O 1.95383 -1.59292 -2.14172 -0.365
C 2.75459 -0.45549 -2.02054 -0.715
H -1.06673 -4.03352 -4.13511 0.287
H -0.94558 -2.64783 -4.73472 0.484
H -1.59189 -2.60299 -3.23443 0.305
H 2.20633 0.41081 -1.84596 0.369
H 3.39107 -0.14074 -2.85570 0.318
H 3.51085 -0.58746 -1.34874 0.233
C -1.37855 0.56575 0.23219 -0.376
O -2.50552 0.04554 0.81454 -0.345
C -3.72233 0.55947 0.61475 0.804
O -3.73463 1.51566 -0.19446 -0.623
O -4.77708 0.08812 1.28416 -0.327
C -5.98134 0.76463 1.05820 -0.657
H -1.29590 0.74556 -0.83164 0.328
H -0.59915 -0.19381 0.41909 0.198
H -1.21256 1.53680 0.82537 0.111
H -5.90499 1.82863 0.52570 0.260
H -6.39748 1.07901 1.89873 0.309
H -6.42810 -0.09251 0.69429 0.296
C 0.80473 2.07491 2.92588 -0.639
O 1.51204 0.99815 2.48556 -0.256
C 2.69667 0.93399 2.02545 0.883
O 3.35257 1.85436 1.48096 -0.621
O 3.29662 -0.26398 2.09547 -0.295
C 4.68642 -0.32093 1.72865 -0.835
H 0.55556 2.81425 2.02477 0.286
H 1.39869 2.63837 3.72039 0.308
H -0.12737 1.71304 3.47710 0.214
H 5.20000 -1.28080 2.35761 0.245
H 5.12032 0.39901 2.46775 0.330
H 4.98223 -0.09394 0.84359 0.388
```

***

One molecule with the formula C9H18OSi2 at a distorted geometry, computed with ωB97M-V with the def2-TZVPD basis set.

Summary:
spin multiplicity: 1
highest occupied orbital energy: -8.4 eV
LUMO level: 0.04 eV
net charge: 0
HOMO-LUMO gap: 8.40 eV
electronic energy: -1007.84584 a.u.
ΔE to the lowest compared entry with this formula, charge and spin: 192.6 kJ/mol

Structure (XYZ):
```
30
Properties=species:S:1:pos:R:3:mulliken_charge:R:1
C 2.27435 1.26197 -0.31264 -0.921
C 3.39998 -2.59736 0.68386 -0.753
C 1.05777 1.50037 0.08089 0.011
C 2.30345 -1.87249 0.99831 0.153
C -2.29554 -0.44564 1.40930 -0.891
C -1.05023 -0.75259 2.32067 -0.628
C -2.17169 0.89731 0.64405 -0.809
C -0.93106 2.01618 -2.11579 -1.302
C -0.42667 -0.77369 -1.51555 -1.181
O 0.09901 -1.25335 1.60845 0.461
Si 0.92765 -2.61859 1.94095 -0.729
Si -0.68339 0.87767 -0.62221 0.456
H 3.20809 1.67825 0.14436 0.237
H 2.40148 0.52774 -1.04501 0.376
H 4.08234 -2.22869 -0.13029 0.210
H 3.82746 -3.55001 1.03275 0.298
H 0.89726 2.35699 0.77838 0.251
H 2.17131 -0.89162 0.51604 0.212
H -2.26117 -1.25138 0.77303 0.365
H -3.27550 -0.55582 1.85423 0.476
H -0.92271 0.18208 2.85298 0.287
H -1.35575 -1.53418 2.97964 0.496
H -3.07302 1.07982 -0.09735 0.261
H -2.35277 1.76179 1.23630 0.571
H -1.41538 1.62009 -2.99765 0.351
H -1.33575 2.86229 -1.55373 0.275
H 0.03182 2.31556 -2.35956 0.430
H 0.50811 -0.57138 -1.99690 0.309
H -0.50907 -1.68973 -0.94251 0.263
H -1.11965 -0.85558 -2.32650 0.464
```

***

An isolated ion of composition C9H19ClN4O and charge +2 at a distorted geometry, computed with ωB97M-V with the def2-TZVPD basis set.

Summary:
spin multiplicity: 1
highest occupied orbital energy: -16.0 eV
LUMO level: -8.34 eV
net charge: +2
HOMO-LUMO gap: 7.66 eV
electronic energy: -1108.09368 a.u.
ΔE to the lowest compared entry with this formula, charge and spin: 0.0 kJ/mol

Structure (XYZ):
```
34
Properties=species:S:1:pos:R:3:mulliken_charge:R:1
C 3.16130 2.65703 -0.95720 0.031
C 1.46341 1.87396 0.67944 0.541
C 0.41105 -0.23821 0.22283 0.653
C -2.81845 -4.11686 -1.29636 -1.349
C 0.18848 3.40075 3.80139 -1.283
C -1.69933 -3.73828 -2.28903 -0.413
C -1.14280 -2.33067 -2.19767 -0.653
C 1.14698 3.39193 2.65397 -0.524
C -0.48135 -2.21059 -0.80691 -0.620
N 2.81299 1.85684 -1.89606 -0.059
N 1.24604 0.75101 -0.04170 -0.443
N 2.40959 2.77747 0.18258 -0.054
N 0.85685 2.27870 1.76622 -0.062
O 0.32651 -1.01845 -0.75520 -0.130
Cl -0.59174 -0.44024 1.57124 -0.155
H 4.08017 3.41230 -1.08357 0.348
H -3.33223 -4.86803 -1.74275 0.411
H -2.31738 -4.26391 -0.41417 0.369
H -3.53741 -3.41398 -1.03567 0.386
H 0.50952 3.93171 4.78292 0.356
H -0.85765 3.91780 3.54462 0.326
H 0.14093 2.33441 4.08704 0.356
H -0.82002 -4.58268 -2.26231 0.290
H -2.27178 -3.96153 -3.23753 0.313
H -0.34190 -2.10244 -2.84791 0.372
H -1.78273 -1.48305 -2.23943 0.355
H 2.10193 3.35682 2.95849 0.545
H 0.91999 4.26613 1.90670 0.367
H -1.04494 -2.15578 0.21754 0.420
H 0.10577 -3.16013 -0.60851 0.268
H 3.30855 1.81968 -2.75688 0.255
H 2.07919 1.28262 -1.62785 0.246
H 2.60110 3.67920 0.58012 0.224
H -0.01862 1.94170 2.13092 0.313
```

***

> Among the records above, which one has the highest spin multiplicity?

C9H18N4OPd

***

> net charge of number 7 (C9H18OSi2)?

0